The following is a quantum chemistry calculation of a molecular structure, C7H11N at a distorted geometry, from the OMol25 dataset.

## Properties
HOMO level: -9.15 eV
Net charge: 0
Lowest unoccupied orbital energy: 0.03684 Eh

```
19
Properties=species:S:1:pos:R:3:mulliken_charge:R:1
C 1.286 -0.810 -0.760 -0.66
C 0.865 -0.697 0.720 -0.09
C 1.362 0.809 0.441 -0.84
C 0.635 0.595 -0.815 -0.01
C -1.474 -0.573 -0.720 -0.48
C -0.824 -0.818 0.705 0.00
C -1.377 0.628 0.670 -0.65
H 2.436 -0.657 -0.925 0.27
H 0.761 -1.829 -0.908 0.25
H 1.352 -1.127 1.588 0.52
H 1.092 2.049 0.836 0.21
H 2.389 1.053 0.163 0.36
H 0.785 1.464 -1.610 0.34
H -2.677 -0.424 -0.810 0.28
H -1.307 -1.508 -1.487 0.22
H -1.105 -1.459 1.682 0.28
H -2.372 1.089 0.891 0.29
H -0.794 1.484 1.180 0.18
N -1.031 0.733 -0.842 -0.47
```

The following is a quantum chemistry calculation of 2 unconnected molecules or ions with the total composition C7H11N2O2 at a distorted geometry, from the OMol25 dataset.

## Properties
HOMO level: -3.70 eV
Net charge: -1
Lowest unoccupied orbital energy: 0.10840 Eh

```
22
Properties=species:S:1:pos:R:3:mulliken_charge:R:1
C -1.184 -0.885 -1.167 -0.38
C -1.608 -1.815 -2.368 0.35
O -0.916 -1.883 -3.415 -0.75
O -2.710 -2.377 -2.182 -0.74
H -0.577 -1.415 -0.423 0.26
H -2.152 -0.688 -0.671 0.26
H -0.717 -0.042 -1.633 0.05
C 1.228 1.364 -0.328 -0.14
C 0.948 2.873 -0.377 -1.22
C 1.009 0.748 0.991 0.45
C -0.161 0.145 1.532 -0.54
C 1.457 0.373 3.056 -0.29
N 2.018 0.693 1.908 -0.65
N 0.141 0.087 2.900 -0.09
H 0.663 0.990 -1.155 0.07
H 2.319 1.225 -0.497 0.29
H 1.430 3.331 0.491 0.35
H -1.160 0.123 1.183 0.47
H 1.985 0.518 3.979 0.41
H -0.500 -0.300 3.569 0.20
H -0.076 3.195 -0.442 0.33
H 1.524 3.328 -1.205 0.31
```

The following is a quantum chemistry calculation of a gas-phase ion, C7H11N2O2S (charge +1) at a distorted geometry, from the OMol25 dataset.

## Properties
HOMO level (alpha / beta): -11.34 / -11.09 eV
Net charge: +1
Lowest unoccupied orbital energy (alpha / beta): -0.14551 / -0.14796 Eh
SMILES: Cn1c2c(sc1=O)[C@H](O)C[NH2+]C2

```
23
Properties=species:S:1:pos:R:3:mulliken_charge:R:1
C 1.688 2.418 -0.154 -1.00
N 1.576 1.000 -0.037 -0.07
C 0.367 0.424 0.068 0.62
C 0.597 -1.347 0.552 -0.32
S 2.318 -1.527 0.292 -0.09
C 2.748 0.184 0.087 0.47
O 3.903 0.475 -0.012 -0.48
C -0.605 -2.097 0.224 0.33
O -0.826 -2.364 -1.158 -0.59
C -1.820 -1.212 0.696 -0.88
N -2.024 -0.062 -0.257 -0.11
C -1.018 0.984 0.004 -1.17
H 0.770 2.758 -0.349 0.37
H 1.999 3.001 0.690 0.34
H 2.453 2.546 -0.971 0.35
H -0.530 -2.891 0.943 0.36
H -0.100 -2.460 -1.753 0.37
H -2.763 -1.905 0.643 0.36
H -1.499 -0.892 1.601 0.51
H -3.005 0.355 -0.241 0.40
H -1.809 -0.591 -1.128 0.44
H -1.486 1.348 0.887 0.28
H -0.935 1.856 -0.627 0.51
```